Record 1
Here is C3H3N3O2 in the gas phase in a non-equilibrium geometry from the Open Molecules 2025 dataset. Energies are from ωB97M-V with the def2-TZVPD basis set.

Summary:
E   -430.7471 Ha
Charge   0
Energy above the lowest of the compared OMol25 structures with the same formula, charge and spin   4.730 eV
Max |F|   6.1 eV/A
E_LUMO   0.022 Ha
Highest occupied orbital energy   -0.3858 hartree
Molar mass   113.08 g mol⁻¹

```
11
C3H3N3O2 (ωB97M-V with the def2-TZVPD basis set)
H 1.73020 -0.92833 -1.38218
N -3.32157 1.00235 -0.23341
C -0.98557 -0.15626 -0.12102
H -1.11906 -0.99003 0.54550
C 1.18460 0.05298 0.26702
O -0.05506 0.67219 0.58550
C -2.27506 0.43644 -0.25312
N 2.18718 0.31857 0.92143
O -0.18531 -0.35766 -1.31053
H 1.90906 0.86731 1.67607
N 0.93058 -0.91754 -0.69526
```

---

Record 2
Here is a 14-piece molecular cluster, H28O14 overall in a non-equilibrium geometry from the Open Molecules 2025 dataset. Energies are from ωB97M-V with the def2-TZVPD basis set.

Summary:
E   -1070.1059 Ha
Charge   0
Energy above the lowest of the compared OMol25 structures with the same formula, charge and spin   2.587 eV
Max |F|   2.2 eV/A
E_LUMO   -0.011 Ha
Highest occupied orbital energy   -0.3905 hartree
Molar mass   252.21 g mol⁻¹

```
42
H28O14 (ωB97M-V with the def2-TZVPD basis set)
H -2.27866 -1.20424 2.26671
O -0.27766 -0.32103 -1.60670
O -2.73090 -2.62523 -0.98047
H -0.42657 -3.41192 -1.40142
H 2.46631 2.49686 -1.48563
O 0.23803 1.62082 3.42483
H -3.08753 0.78318 -1.10169
H -1.14570 5.04603 1.61786
H 0.87055 -4.29996 2.43986
H 1.94803 2.15208 2.40986
H -2.14508 3.99083 1.38860
O -2.08270 -1.24448 1.33380
O -1.05609 -3.24119 -3.08711
H -0.06011 -1.25720 -1.48469
H -0.41081 -4.11946 3.26962
H 2.95878 1.16529 1.54513
H 2.57435 2.07018 -2.87299
H -1.48112 2.86130 -2.81075
O -0.08025 -4.54197 2.47856
H 0.07219 0.32974 -1.00674
O -3.91085 0.51367 -0.62893
H -2.16100 -0.38671 0.91712
H 3.72711 2.66136 0.50929
H 3.23673 4.02780 0.05106
H -2.59555 -1.69175 -0.72257
O 3.95088 3.40943 -0.09064
H 0.90662 -3.36214 -0.51291
O 2.62937 2.04540 1.70012
H 4.51592 -1.16980 0.42152
H -0.46125 2.22848 3.17594
H -0.86030 -2.33741 -3.36099
H -4.48482 -0.17575 -0.94680
O 1.88657 2.28378 -2.24250
H -1.76879 -3.14781 -2.43943
O 4.61171 -1.59808 1.29120
H 4.39530 -0.97401 1.99414
H 0.28369 1.76333 4.37678
O 0.14705 -2.86307 -0.80598
H -3.06253 -2.86270 -0.09172
O -1.88500 2.08488 -3.19580
H -1.44530 1.37884 -2.71403
O -1.41642 4.17289 1.98433
```

---

Record 3
Here is C40H42CeN6O7PS as an isolated structure in a non-equilibrium geometry from the Open Molecules 2025 dataset. Energies are from ωB97M-V with the def2-TZVPD basis set.

Summary:
E   -3619.2417 Ha
Charge   +1
Energy above the lowest of the compared OMol25 structures with the same formula, charge and spin   0.000 eV
Max |F|   4.5 eV/A
E_LUMO   -0.160 Ha
Highest occupied orbital energy   -0.3466 hartree
Molar mass   921.97 g mol⁻¹

```
98
C40H42CeN6O7PS (ωB97M-V with the def2-TZVPD basis set)
H 0.30533 2.13585 -6.12313
S 2.43843 -2.31220 -0.06773
H -0.57545 -3.66643 -0.61333
H 4.34201 -2.83707 1.28693
H 3.05480 -2.99332 -2.31527
N -1.65158 -2.19862 0.32049
C -3.11332 -4.23709 1.53849
N -0.02338 -1.50382 -2.43643
H 2.16800 -5.42966 5.99681
H -2.92138 -2.61184 4.75921
H -2.87101 -0.03500 -3.49817
C 5.93662 2.63751 -0.15457
H 4.39839 -1.15759 0.66008
H -1.96293 1.49472 -1.74543
N -1.78000 0.49385 -1.73176
C -3.20358 -5.98019 4.53774
C -2.78638 -0.49473 1.55502
N -4.89388 -4.35118 4.12281
H -1.29481 -1.83854 -4.13807
H -1.70221 5.19598 -0.07421
H 5.33931 1.92850 1.78043
H -1.60440 -7.35303 4.91395
C -0.18480 3.76014 -0.54817
C -0.84354 4.98246 -0.69519
H 6.95620 2.83636 0.14221
C 1.36351 4.44305 -2.27406
C 1.26821 -4.84375 5.81477
C -2.60427 -1.89719 1.23846
C 1.58537 0.02004 2.58742
H 0.11291 2.41456 0.95993
O 2.03940 -0.97814 -0.63156
H 0.99565 -4.31116 6.73121
H 2.02442 0.53320 -6.87887
H -1.43307 3.04774 0.88257
H 0.62991 -0.93088 -2.97057
H -1.82263 -5.54237 0.44880
H -2.51419 0.07135 -1.15899
H 0.35036 -2.44911 -2.42301
O 2.62428 0.31869 3.16858
H 4.44705 -2.24447 -1.50784
C -4.69626 -1.14730 2.91700
H 3.33728 0.06530 -2.83589
C 1.72926 1.43735 -3.13172
C 1.93533 0.77554 -5.83097
Ce -0.01598 -0.27654 0.17696
H -1.20658 0.56126 -3.73027
H 1.09071 6.40884 -3.07386
C -1.32858 -1.48372 -3.09455
H -0.91962 6.85753 -1.71127
C 3.31447 2.11503 -0.91947
C -1.34388 -3.99147 5.12839
C -3.38893 -2.90037 1.87679
C 3.60857 -2.91901 -1.38522
O 1.03340 -2.06913 3.72686
H -3.94153 -6.73461 4.30875
H 0.11163 2.70664 -3.73769
H 3.35427 -1.57010 2.03144
H 3.53150 -0.51765 -5.23094
C 2.78328 0.18936 -4.90510
H 2.21227 4.23115 -2.90534
C -2.08533 -4.52252 0.67620
C 5.03214 2.13507 0.76674
C -1.91521 -6.32082 4.87080
O 0.27520 -5.78533 5.46133
C 2.67956 0.51419 -3.56530
H -3.70327 -5.03464 1.96171
H -4.07396 0.87024 2.56641
C 0.90298 3.47469 -1.39045
H -5.51650 -0.86391 3.56081
C 5.53045 2.88031 -1.45810
C -0.96525 -5.33243 5.15523
O 0.93388 0.79529 1.79835
C 0.97181 1.67706 -5.40688
C -1.85077 -0.04618 -3.08782
C -4.42572 -2.50367 2.76983
H 3.95999 -3.90183 -1.09297
C -2.62985 -3.65233 4.76689
C 3.72573 1.88212 0.38853
C -3.57276 -4.63422 4.44853
C -1.38594 -3.46791 0.08412
O -1.98549 0.39328 1.06657
H 6.23823 3.26310 -2.18131
C 1.05460 -1.44629 2.67670
H 3.92829 2.80207 -2.86754
C 4.22759 2.62027 -1.84394
C 0.86174 1.99887 -4.06421
H 1.44981 -4.11720 5.01871
H 3.02247 1.49579 1.11247
O 0.74371 -1.93929 1.51849
N -5.25400 -3.37740 3.45209
C 0.72547 5.66519 -2.38115
H -2.00547 -2.13033 -2.52681
N -0.61318 2.78949 0.34567
H -0.63143 -3.21039 5.33833
C -3.88648 -0.17376 2.36323
C -0.39526 5.91965 -1.60753
P 1.56458 1.76084 -1.33483
C 3.77726 -1.93148 1.09999
```

---

Record 4
Here is C35H39BaN11O6S4 as an isolated structure in a non-equilibrium geometry from the Open Molecules 2025 dataset. Energies are from ωB97M-V with the def2-TZVPD basis set.

Summary:
E   -4029.2871 Ha
Charge   -2
Energy above the lowest of the compared OMol25 structures with the same formula, charge and spin   3.453 eV
Max |F|   3.2 eV/A
E_LUMO   0.131 Ha
Highest occupied orbital energy   -0.0319 hartree
Molar mass   975.36 g mol⁻¹

```
96
C35H39BaN11O6S4 (ωB97M-V with the def2-TZVPD basis set)
C -0.94721 5.73394 1.01630
H -0.42831 3.24226 3.21853
S -5.03226 -1.89750 -2.14828
N 1.32018 0.89010 3.99372
H -0.17737 -3.34633 -3.13614
N -1.88059 0.53536 3.88612
C -0.52182 6.81604 1.78084
O -1.16812 2.14519 1.19759
S -3.40349 -1.37925 -4.47073
N 3.08771 -1.02825 -2.02322
H 1.63301 -1.98795 -0.18691
N -3.93698 0.17048 3.38064
C -2.00324 -3.30215 0.26903
H -3.65036 -2.57693 3.56326
H -6.40655 -2.07769 1.00312
C -2.68030 0.05993 2.94843
C -0.05791 6.61431 3.07231
H 3.34098 2.07009 -3.77311
H -5.95880 0.39865 3.18555
C -2.47188 -4.09176 -0.76109
N 3.16347 3.02401 -0.56350
H -1.28983 5.89361 0.00030
C 5.67488 -0.06332 -2.30830
H 8.61700 1.35590 -1.35470
C -4.65850 -2.47062 3.97716
H 3.42420 4.51227 0.89606
C -0.18793 -2.55153 -1.15160
C 6.89563 1.12604 -0.07552
C -0.70616 -3.33171 -2.18953
H -1.34604 3.59520 -1.33958
O -0.49639 -1.60619 1.00705
H -5.81067 -3.55352 1.79813
N 1.39207 -0.09654 2.91001
Ba 0.26387 0.46105 0.55853
C 1.62074 1.76556 -2.43321
H -4.67881 -2.35920 1.11292
C -0.91682 4.45327 1.53998
N 0.84688 1.19604 -3.32757
C 3.51390 -0.35426 -0.96476
C 3.65189 2.84564 -1.82798
C -0.44111 4.25590 2.82833
C 1.94024 2.44829 -0.21080
C -1.38197 3.25380 0.75682
S -2.07178 1.07352 -3.39002
H -0.55906 7.81595 1.36807
H -3.36070 -4.69527 -0.60834
C -4.64612 -2.40456 -3.77998
H 2.37188 -0.21909 2.68162
H 1.21077 0.99525 -4.24044
C -0.01236 5.32915 3.59518
C -1.84210 -4.09570 -2.01102
H -2.36643 -0.35526 1.98758
H 0.35330 5.16404 4.60156
H -2.24091 -4.69059 -2.82312
H 1.06948 -0.97680 3.28527
C -5.20256 -0.25656 2.76573
C -5.62453 -2.48132 1.65286
H -5.11864 -0.06578 1.69455
H 4.65228 3.21637 -2.00548
H 5.00682 0.74807 0.90570
C -2.08699 3.42222 -0.54771
C 5.58648 0.66223 -0.00910
C -5.58322 -1.74920 2.99592
H 1.51231 1.77130 3.52647
O 5.11998 -0.61167 -3.38575
C 2.93584 2.23586 -2.78495
H -2.48590 -3.29799 1.24233
N -2.68758 0.94333 4.90364
N 1.15903 1.91708 -1.17652
H 4.91072 3.95045 0.08163
H 4.17265 -0.91357 -3.02934
C 6.99619 0.40161 -2.37562
H -2.62469 2.49705 -0.80342
C 1.14398 -1.93482 -1.16215
H 7.53300 0.27287 -3.30946
C 4.95389 0.07830 -1.10188
N 1.76564 -1.47503 -2.17803
O 1.59768 2.48692 0.99140
H -6.58670 -1.76020 3.42914
H -5.04676 -3.47382 4.17499
H 0.26852 7.45746 3.66937
C -3.16935 -0.26444 -3.11085
N -3.92414 0.72194 4.60860
H -0.17234 1.00917 -3.16429
H -2.78386 4.26405 -0.52427
H 7.36524 1.57856 0.79167
C 7.59662 0.99464 -1.27529
C 3.95000 3.64603 0.49340
O -5.17266 -3.35502 -4.35671
H 4.10637 2.94209 1.30860
O 2.87496 0.02238 0.06691
H -4.58360 -1.94272 4.93148
C -0.88569 -2.45841 0.08648
H 0.32614 0.92861 4.20287
S -3.92660 0.31871 -0.48428
C -3.90303 -0.53662 -2.00378
```

---

Number 1: HOMO-LUMO gap 11.08 eV. Number 2: HOMO-LUMO gap 10.33 eV. Number 3: HOMO-LUMO gap 5.08 eV. Number 4: HOMO-LUMO gap 4.42 eV.